{"formula": "C23H23F3N5O6OsS2", "method": "wB97M-V/def2-TZVPD", "s_squared": 6.076, "energy_ev": -76239.245, "multiplicity": 5, "e_above_lowest_ev": 1.254, "total_charge": 1, "homo_energy_ev": [-10.963, -12.222], "orbital_gap_ev": [7.9, 7.4], "fmax_ha_per_bohr": 0.060, "elements": ["Os", "S", "S", "F", "F", "F", "O", "O", "O", "O", "O", "O", "N", "N", "N", "N", "N", "C", "C", "C", "C", "C", "C", "C", "C", "C", "C", "C", "C", "C", "C", "C", "C", "C", "C", "C", "C", "C", "C", "C", "H", "H", "H", "H", "H", "H", "H", "H", "H", "H", "H", "H", "H", "H", "H", "H", "H", "H", "H", "H", "H", "H", "H"], "coordinates": [[1.9038, 0.6192, 0.0481], [-0.5328, -4.1667, 1.0380], [1.9125, 0.0362, -2.1966], [4.9843, -0.3183, 6.3091], [4.4633, 1.7300, 6.7094], [6.0916, 1.2959, 5.4066], [1.6873, -1.2706, 0.4201], [2.5191, 2.5386, -0.0098], [-0.5846, 0.7133, 0.5381], [-0.5043, -5.1256, -0.0512], [0.6705, 3.2866, -0.7856], [-0.8866, -4.5396, 2.3688], [1.7407, 3.6110, -0.3488], [0.0119, -0.5124, -3.9618], [0.9342, -3.3192, 1.0538], [-0.1642, 1.5198, -2.8742], [2.5688, 0.7816, 2.1811], [-2.2452, 1.6574, 2.0983], [3.1565, 1.9807, 4.1554], [-2.9589, 0.1363, -6.8497], [2.5948, 1.8903, 2.9107], [-3.4477, -1.4109, 0.1539], [-2.3765, -0.6394, -4.6624], [3.9402, -0.2640, 3.7753], [0.4321, 0.3382, -3.0384], [-0.9154, 0.9776, 1.9810], [-0.8153, -0.1962, 2.9009], [-2.6700, -0.3542, -0.2033], [4.8909, 0.8916, 5.7620], [3.9448, 0.8570, 4.5341], [-3.3603, -0.3844, -5.6388], [0.7066, -2.1233, 0.6069], [-0.6864, 0.2536, -6.1310], [-2.9424, -2.6562, 0.5501], [3.2359, -0.2732, 2.5970], [-1.0647, -0.3364, -4.9329], [-0.6742, -1.7177, 0.2972], [-1.6696, 0.5362, -7.0864], [-1.1692, -0.4239, -0.1422], [-1.5405, -2.8008, 0.5622], [0.2268, 2.1790, -2.2291], [-1.1146, 0.2011, 3.8794], [-0.9777, 1.7097, -3.4203], [2.0631, 2.7019, 2.4744], [0.3332, 0.4483, -6.3166], [0.1836, -0.6621, 2.9890], [0.5600, -1.3274, -4.1041], [3.1483, 2.8823, 4.7430], [-3.1098, 1.0297, 2.0664], [-0.7833, -0.2414, -1.1646], [-2.6067, -1.0600, -3.6904], [4.4892, -1.1499, 4.1106], [-3.6117, -3.4921, 0.7459], [-0.0995, 1.7128, 2.1852], [-3.7108, 0.2534, -7.6468], [-3.0594, 0.6722, -0.4274], [-2.3596, 2.4770, 1.3841], [-4.5096, -1.2628, 0.0650], [-4.3928, -0.7341, -5.4899], [-1.5105, -1.0103, 2.7187], [3.2723, -1.2000, 2.0134], [-1.3867, 0.9481, -8.0386], [-2.2244, 2.1063, 3.1075]], "forces_ev_per_angstrom": [[0.1479, 0.3611, 0.6099], [0.5009, -0.8130, -0.9628], [0.2220, -0.2773, -0.2011], [0.1132, -0.2846, 0.0256], [-0.3501, 0.1629, 0.0083], [0.7808, 0.0780, -0.4395], [0.2070, 0.0103, 0.3459], [-0.7503, 0.4609, -0.2145], [0.4527, -0.2159, 0.5927], [-0.0022, 0.9553, 1.2962], [0.7038, 0.5207, 0.3407], [0.1090, -0.1519, -0.0031], [-0.1351, -1.4976, -0.1280], [-0.8403, -0.2167, 0.0190], [-0.7646, 0.3440, -0.4057], [0.0292, -1.5280, -0.3989], [-0.1084, -0.3611, -1.5905], [0.3082, 1.3715, 0.7796], [1.7174, -1.3218, 0.0659], [-1.5814, 0.4178, -0.7887], [-1.0010, 0.5819, 0.4547], [-0.3867, 1.2150, -0.6874], [-0.7933, 0.0572, 0.2090], [0.5574, -1.1067, 0.2378], [-0.1185, 1.5266, -0.4649], [0.8028, 0.2866, -1.4616], [0.4545, -0.5244, 0.8439], [0.2805, 0.7533, 0.4548], [-1.3112, 0.1329, -0.1479], [-0.1161, 1.8114, 1.3481], [0.3763, -1.0985, 0.7846], [0.0184, -0.2238, -0.1710], [-1.4700, 0.0226, -0.3827], [1.0712, -1.0794, -0.2595], [0.5145, -1.5891, 0.1547], [0.9600, 1.1705, 0.0182], [-1.0410, -2.7222, 0.9668], [1.3102, -0.6400, 0.3939], [-0.2329, 1.0564, -0.6722], [0.1499, 2.0536, -0.3440], [-0.0535, 0.3144, 0.3124], [0.3260, -0.2042, 0.0134], [-0.4811, 0.4036, -0.1853], [-0.2319, 0.6746, -0.1149], [0.9943, 0.3572, -0.1833], [-0.3246, 0.4296, -0.0812], [0.5652, -0.7466, 0.2025], [-0.1144, 0.1227, 0.0068], [-0.3547, -0.6421, -0.1409], [-0.2468, -0.1178, 0.2445], [-0.2334, -0.0798, -0.0751], [-0.1890, 0.3484, -0.3366], [0.2495, 0.2047, 0.1150], [-0.7132, -0.4932, 0.1228], [0.4175, 0.0359, 0.4763], [0.1326, -1.2897, 0.0230], [0.0753, -0.1265, 0.0331], [-0.3293, -0.1557, 0.2077], [0.5862, 0.3949, 0.0217], [-0.2632, 0.0785, -0.3440], [-0.3785, 0.6191, -0.0350], [0.0335, 0.1569, -0.1521], [-0.2513, 0.0163, -0.3570]], "lowdin_charge": [1.40, 0.68, 0.70, 0.16, 0.16, 0.19, -0.31, -0.39, -0.21, -0.27, -0.07, -0.26, -0.08, 0.09, 0.05, 0.18, -0.07, -0.04, 0.07, -0.08, -0.12, -0.07, -0.02, 0.02, -0.77, -0.38, -0.02, 0.01, -0.61, -0.05, -0.05, -0.47, 0.00, 0.01, -0.10, -0.24, -0.08, -0.05, -0.29, -0.19, 0.05, 0.11, 0.12, 0.10, 0.11, 0.09, 0.14, 0.13, 0.08, 0.12, 0.11, 0.15, 0.13, 0.13, 0.13, 0.14, 0.10, 0.12, 0.12, 0.09, 0.13, 0.11, 0.10]}

{"formula": "C23H23FePSb", "method": "wB97M-V/def2-TZVPD", "s_squared": 6.031, "energy_ev": -74430.725, "multiplicity": 5, "e_above_lowest_ev": 0.000, "total_charge": -1, "homo_energy_ev": [-1.401, -2.584], "orbital_gap_ev": [4.1, 5.2], "fmax_ha_per_bohr": 0.058, "elements": ["Sb", "Fe", "P", "C", "C", "C", "C", "C", "C", "C", "C", "C", "C", "C", "C", "C", "C", "C", "C", "C", "C", "C", "C", "C", "C", "C", "H", "H", "H", "H", "H", "H", "H", "H", "H", "H", "H", "H", "H", "H", "H", "H", "H", "H", "H", "H", "H", "H", "H"], "coordinates": [[0.2102, 0.0205, 0.0205], [-1.2971, -0.3995, -1.6744], [-1.6191, 0.3136, -3.7502], [-0.9113, -1.1193, 1.5400], [-0.1531, -2.0858, 2.1960], [-2.2907, 4.4185, -1.0656], [-1.7091, 4.2707, 0.2398], [-2.2777, -0.9583, 1.7676], [2.0350, 1.1103, 2.0487], [-0.8050, -2.9474, 3.0883], [0.6422, -3.9471, -2.1668], [3.1243, 1.8428, 2.5019], [0.9036, -1.7508, -1.1234], [0.0748, -2.8159, -1.5284], [3.9056, 2.5788, 1.6080], [-2.9254, -1.8708, 2.6187], [-2.9601, 2.4110, -0.0784], [2.2964, -1.8530, -1.2848], [1.7820, 1.1399, 0.6797], [2.8676, -2.9727, -1.9219], [2.5372, 1.8549, -0.2464], [-2.9199, 3.1603, -1.3301], [-2.3528, 3.2134, 0.9227], [-2.1859, -2.8540, 3.2830], [3.6184, 2.5784, 0.2428], [2.0301, -4.0155, -2.3748], [-2.0937, 5.2014, -1.7823], [-2.5051, -0.6618, -4.2862], [-2.1530, 2.9006, 1.9340], [-2.8327, -0.1542, 1.2830], [-1.0563, 5.0054, 0.7026], [-2.2573, 1.4236, -4.3550], [1.3952, 0.5286, 2.7175], [2.2898, 1.8478, -1.3089], [-1.0080, -2.7763, -1.3404], [2.4702, -4.8942, -2.8622], [-0.2130, -3.6848, 3.6300], [-3.3803, 1.4095, 0.0447], [-0.5436, 0.0130, -4.6201], [0.9165, -2.1764, 2.0383], [0.0145, -4.7765, -2.5206], [2.9629, -1.0679, -0.9331], [3.9568, -3.0381, -2.0567], [4.2302, 3.1313, -0.4562], [-4.0050, -1.8027, 2.7653], [4.7621, 3.1356, 1.9785], [-2.6905, -3.5452, 3.9622], [3.3486, 1.8277, 3.5552], [-3.2284, 2.8303, -2.3023]], "forces_ev_per_angstrom": [[-1.9336, -0.4664, 0.0028], [-2.6033, 0.2295, -1.4475], [-0.1082, -0.6557, -0.4179], [1.7084, 0.7688, 0.0500], [-1.0643, -0.4160, 0.6677], [1.1930, -2.3134, 0.6401], [-1.5361, 1.7069, 0.1696], [-0.0902, -0.4972, 0.2479], [0.6177, 0.5241, -0.3843], [0.0906, 0.0052, -0.0452], [0.4552, 0.4620, -0.1290], [-0.1137, 0.1222, -0.0287], [1.2469, -0.1075, 1.1603], [0.4655, -0.3351, -0.1004], [-0.0202, -0.2129, -0.0040], [0.3398, 0.3657, -0.2041], [-0.3967, 0.7774, -1.3032], [0.0951, -0.9266, -0.8435], [0.4772, -0.8166, 0.6040], [-0.4827, 0.0577, 0.0357], [0.1548, -0.0024, 0.6308], [0.0858, 0.2392, 1.8288], [1.3834, -1.0055, -1.4091], [0.1616, 0.0092, -0.0852], [-0.0958, -0.0453, 0.0501], [-0.1530, 0.3477, 0.2943], [0.1593, -0.0017, -0.0836], [0.1231, 0.2813, -0.1510], [0.0341, -0.0389, 0.2499], [0.1911, -0.2658, 0.0381], [-0.2056, 0.1247, 0.1158], [0.3296, 0.0312, -0.0620], [0.3011, 0.2074, -0.1403], [-0.0044, -0.0085, 0.2817], [0.3534, -0.0304, 0.0545], [-0.2090, 0.3681, 0.1977], [-0.2292, 0.0353, -0.0811], [-0.1133, 0.4141, -0.0591], [-0.1876, 0.3442, -0.4433], [-0.0684, -0.0198, -0.0399], [0.1804, 0.4642, 0.2738], [-0.1480, -0.0320, 0.0051], [-0.5436, 0.0236, 0.0688], [0.1092, 0.1279, 0.0740], [0.3137, 0.0329, 0.0051], [-0.1364, -0.0374, -0.0481], [0.1708, 0.1895, -0.2046], [0.1965, 0.1405, 0.2063], [-0.4939, -0.1652, -0.2374]], "lowdin_charge": [1.42, -0.13, 0.61, -0.35, -0.16, -0.20, -0.23, -0.12, -0.12, -0.11, -0.10, -0.09, -0.38, -0.17, -0.09, -0.09, -0.25, -0.14, -0.43, -0.10, -0.13, -0.22, -0.23, -0.11, -0.09, -0.11, 0.04, -0.14, 0.05, 0.07, 0.04, -0.13, 0.10, 0.11, 0.04, 0.09, 0.09, 0.02, -0.14, 0.09, 0.10, 0.08, 0.09, 0.10, 0.10, 0.10, 0.09, 0.09, 0.02]}